1.
31
Properties=species:S:1:pos:R:3:forces:R:3 method="wB97M-V/def2-TZVPD" homo_energy_ev=-7.761 total_charge=0 orbital_gap_ev=6.367
Ru -0.173 -0.489 -1.938 0.9666 0.4735 0.4671
Se -1.378 -1.931 -3.247 -0.6425 -0.7207 -0.7929
Se -0.439 -1.904 -5.409 0.0181 0.1502 0.2155
Se 1.727 -2.350 -4.719 -0.0964 -0.3654 -0.2239
Se 1.841 -0.686 -3.090 -0.0661 0.1704 0.5220
S -0.906 1.466 -2.335 -0.4152 0.4484 -0.1362
C -0.279 2.159 -0.821 -0.0079 0.2006 -0.0507
C 1.026 2.636 -0.746 0.0371 -0.0895 -0.0160
C 1.487 3.192 0.439 0.0471 0.0037 0.0214
C 0.647 3.279 1.538 -0.0063 -0.0030 0.0505
C -0.662 2.817 1.456 0.0163 -0.0013 0.0576
C -1.127 2.255 0.282 0.0218 -0.0214 -0.0747
H 1.675 2.567 -1.610 -0.0116 0.0132 -0.0177
H 2.503 3.561 0.498 0.0035 -0.0145 0.0114
H 1.011 3.708 2.462 -0.0071 0.0170 -0.0067
H -1.318 2.891 2.314 0.0063 -0.0011 0.0009
H -2.140 1.880 0.205 -0.0058 -0.0095 0.0141
C -1.408 -1.470 1.880 0.0028 -0.0134 -0.0324
C -0.412 -1.647 0.740 0.1628 0.0311 0.2869
C -0.089 -3.124 0.521 -0.0185 -0.0075 0.0207
C 0.872 -0.859 0.999 -0.0998 -0.0518 -0.1007
O -1.059 -1.164 -0.432 -0.1659 -0.3410 -0.2365
H -0.959 -1.792 2.821 -0.0028 -0.0017 0.0093
H -2.306 -2.062 1.702 0.0078 -0.0101 -0.0266
H -1.697 -0.423 1.972 0.0240 0.0288 -0.0094
H 0.173 -3.610 1.463 0.0410 0.0178 0.0055
H 0.748 -3.242 -0.171 -0.0213 0.0244 -0.0357
H -0.955 -3.632 0.096 -0.0202 0.0067 0.0245
H 1.468 -1.314 1.790 -0.0149 -0.0231 0.0198
H 0.673 0.182 1.263 -0.0510 -0.0143 -0.0466
H 1.456 -0.897 0.076 0.2979 0.1036 0.0795

2.
22
Properties=species:S:1:pos:R:3:forces:R:3 method="wB97M-V/def2-TZVPD" homo_energy_ev=-3.100 total_charge=-1 e_above_lowest_kj_mol=242.8 orbital_gap_ev=6.475
C 0.449 2.052 -0.278 0.0723 -2.6174 0.8640
O -0.477 2.852 -0.665 -1.6480 2.2624 -0.7476
C 0.282 0.766 -1.227 -0.5689 -0.2093 -0.8316
C 0.699 -0.586 -0.603 -1.6275 -1.1561 -2.8568
C -0.506 -1.505 -0.179 0.8937 -0.5023 1.6314
C -0.126 -3.310 1.529 -0.9561 0.0747 0.8326
N -0.299 -2.995 0.098 -2.3369 3.1719 4.1601
H 1.537 2.470 -0.204 -0.7581 -0.6176 -0.5644
H 0.284 1.640 0.789 0.2530 0.0731 -0.2948
H 0.958 0.989 -2.119 -1.3238 -0.4180 0.6457
H -0.884 0.667 -1.506 2.7505 0.7899 0.3380
H 1.400 -1.100 -1.279 -0.3562 -0.2476 0.1073
H 1.255 -0.246 0.175 1.6956 0.1779 3.0337
H -1.343 -1.600 -0.832 -0.3434 1.0633 -1.1578
H -0.913 -1.019 0.770 0.3606 -0.9130 -1.0399
H 0.578 -2.686 2.144 0.2221 -0.5352 -0.9552
H 0.095 -4.397 1.619 0.0723 0.7360 0.1591
H -1.070 -3.120 2.154 0.7214 -0.4387 -1.2650
H 0.293 -3.502 -0.432 2.5402 -1.3168 -2.2800
H -0.109 5.297 0.207 3.7933 0.0432 0.5642
H -1.117 4.156 -0.202 1.6013 1.4253 0.3527
O -0.984 5.178 0.040 -5.0574 -0.8455 -0.6958

3.
104
Properties=species:S:1:pos:R:3:forces:R:3 method="wB97M-V/def2-TZVPD" homo_energy_ev=-9.086 total_charge=0 e_above_lowest_kj_mol=59.5 orbital_gap_ev=9.563 smiles=COC[C@H](C)N.COC[C@H](C)N.OCCO.OCCO.OCCO.OCCO.OCCO.OCCO.OCCO
C -0.629 6.356 0.123 -0.4295 0.4716 1.5945
O 0.488 6.838 0.821 -0.0766 1.2950 0.9949
C 1.472 5.905 0.995 1.9065 -1.6592 0.1179
C 1.302 4.766 2.033 -1.6280 0.7726 0.9276
C 1.467 5.261 3.486 -0.3828 0.5737 -0.7007
N 2.238 3.693 1.899 0.3816 -0.5682 0.1308
H -1.332 7.222 0.072 0.1329 -1.0258 0.2979
H -0.982 5.455 0.712 -0.3735 0.8771 -1.3224
H -0.282 6.197 -0.868 -0.1549 -0.8932 -1.1658
H 1.661 5.353 0.070 0.0421 0.0814 -0.5122
H 2.425 6.389 1.253 -0.2548 0.3628 -0.1137
H 0.298 4.312 1.826 0.5793 0.3181 0.6429
H 0.809 6.095 3.731 -0.2427 -0.1164 -0.0088
H 2.474 5.651 3.627 0.2617 -0.0430 -0.1645
H 1.344 4.450 4.182 -0.2604 -0.2974 0.2698
H 3.180 4.017 1.872 0.8731 0.4282 0.4506
H 2.126 3.235 1.031 -0.4774 -0.6651 -1.2829
C 2.653 -3.534 -3.278 0.4514 0.7836 0.7900
O 2.936 -4.038 -1.939 -0.8732 -0.1955 -0.9904
C 1.690 -4.400 -1.274 1.1374 0.5179 -0.8254
C 1.948 -5.145 0.002 -0.2938 -2.1804 1.0723
C 0.594 -5.332 0.770 1.2043 0.1609 0.7993
N 2.912 -4.430 0.836 1.4264 0.7960 -1.1378
H 3.614 -3.353 -3.793 -0.3040 0.1314 0.6008
H 2.090 -2.554 -3.164 0.4432 -1.0968 -0.4452
H 2.139 -4.243 -3.953 -0.2669 0.1014 0.7061
H 1.164 -3.493 -1.031 -0.3912 0.5929 0.0173
H 1.111 -4.948 -2.010 -0.3904 -0.4267 0.2299
H 2.376 -6.162 -0.231 -0.5788 0.6991 -0.0684
H -0.059 -6.028 0.278 -0.3096 -0.3508 -0.3321
H 0.098 -4.366 0.825 -0.1573 0.1419 0.0408
H 0.737 -5.680 1.837 0.1082 0.3061 -1.2313
H 3.639 -4.141 0.139 -0.6272 0.0711 0.9648
H 3.450 -5.046 1.455 -0.7051 0.0263 -0.1902
O 2.342 0.358 -0.771 0.2948 0.5092 1.3391
C 2.195 -0.857 -0.042 0.3377 -0.4730 -0.5288
C 0.778 -1.104 0.357 -1.1195 -0.1781 1.0409
O -0.125 -1.319 -0.698 -0.1459 -0.4914 -0.9354
H 2.332 0.335 -1.732 0.2392 -1.0053 -0.5232
H 2.576 -1.699 -0.657 -0.1041 0.3253 0.4425
H 2.757 -0.811 0.908 0.1240 0.1773 -0.5916
H 0.321 -0.281 0.934 0.7027 -0.0456 0.1615
H 0.686 -2.035 0.970 0.4041 0.7122 -0.2788
H 0.001 -0.796 -1.490 0.5169 0.7761 -0.0197
O -4.672 -1.790 -1.241 0.3711 -0.9436 1.1300
C -4.021 -2.504 -2.282 0.5717 -0.0586 -0.7275
C -2.493 -2.272 -2.360 -1.0253 -0.7551 0.7102
O -1.936 -2.945 -1.210 -1.4782 -0.7171 -1.1193
H -4.664 -2.363 -0.406 0.0286 0.7376 -1.4764
H -4.098 -3.600 -2.209 -0.3334 0.1729 0.4250
H -4.507 -2.273 -3.246 0.2052 0.3122 0.4044
H -2.220 -1.216 -2.261 -0.1823 0.0059 -0.4901
H -2.132 -2.742 -3.300 0.0115 0.4367 0.3976
H -1.142 -2.448 -1.049 1.1389 0.2976 0.8573
O -2.383 -1.741 2.179 0.9761 0.4928 -0.8268
C -3.499 -2.480 2.623 0.5022 1.6445 -0.4848
C -3.574 -3.781 1.981 -3.8481 -2.0495 -0.7627
O -3.970 -3.809 0.559 0.5754 0.3785 1.6648
H -2.369 -1.672 1.208 -0.1224 -0.0273 0.3623
H -3.278 -2.596 3.663 -0.4010 -0.2620 0.8189
H -4.378 -1.867 2.467 -0.5924 -0.0734 0.1660
H -4.394 -4.392 2.483 0.7775 0.8136 -0.5159
H -2.715 -4.326 2.201 1.9064 -0.9660 -0.2846
H -3.183 -3.623 0.027 0.4495 -0.0123 -0.2315
O 1.252 -1.324 5.258 0.5129 -1.7475 -1.4301
C 0.923 -0.672 4.002 -0.9276 1.6741 2.0439
C 1.431 0.799 4.219 -0.6357 -1.0388 -0.6298
O 0.712 1.724 3.414 0.2997 0.1472 -0.0774
H 1.446 -2.262 4.994 -0.2477 1.2590 0.7718
H 1.261 -1.219 3.153 0.6907 -0.2249 -0.6700
H -0.180 -0.634 3.953 0.2985 0.1144 -0.2709
H 2.487 0.897 4.024 0.5103 -0.1339 -0.0333
H 1.270 0.931 5.297 -0.0922 0.4487 -0.2475
H 1.320 2.282 2.856 -0.2259 -0.3875 0.7162
O 1.885 0.497 -3.327 -0.3614 0.7997 -0.3039
C 2.212 0.659 -4.700 -0.6771 -0.4734 -0.6030
C 0.925 0.575 -5.578 1.0622 -0.3943 0.5191
O -0.103 1.409 -5.160 -0.6077 0.6292 0.3725
H 1.278 1.242 -3.159 -0.0870 -0.6205 0.2392
H 2.791 1.587 -4.884 -0.3819 -0.3596 0.1661
H 2.799 -0.207 -4.978 0.4894 -0.0410 -0.0456
H 0.625 -0.493 -5.715 0.0620 0.6952 0.2096
H 1.238 0.991 -6.516 0.0274 -0.1524 -0.8494
H -0.557 1.131 -4.348 0.2538 -0.3436 0.0123
O -2.725 0.748 -0.226 0.0534 0.1862 0.6480
C -2.990 1.552 0.981 -0.3551 0.1181 -0.5335
C -1.743 1.584 1.867 -0.6228 -1.1785 1.2040
O -2.011 2.477 2.939 -0.3350 0.0268 0.0577
H -3.317 -0.007 -0.350 -0.2586 0.2008 0.2410
H -3.225 2.578 0.572 0.1572 -0.9299 0.7622
H -3.878 1.185 1.609 1.2449 0.3547 -1.1343
H -0.816 1.880 1.439 0.5004 0.3793 -1.3423
H -1.510 0.576 2.309 -0.6195 0.5347 -0.6432
H -1.283 2.300 3.545 0.1805 0.2762 0.2029
O 0.906 2.487 -0.397 -0.6153 1.6884 -1.5957
C 0.591 3.161 -1.645 -1.1839 -0.9836 -0.2179
C -0.803 2.744 -2.182 1.0769 -1.7153 2.1415
O -0.824 1.302 -2.343 0.2039 -0.0021 -0.7815
H 1.414 1.691 -0.647 0.0273 -0.2467 0.5013
H 0.538 4.256 -1.613 0.5491 -0.2063 0.6067
H 1.291 2.870 -2.438 0.3371 0.3607 0.2676
H -1.017 3.239 -3.105 -0.4541 0.3913 -0.4997
H -1.517 2.805 -1.367 -0.3843 1.4256 -0.1437
H -1.480 1.004 -1.692 -0.0159 -0.2549 0.0892

4.
15
Properties=species:S:1:pos:R:3:forces:R:3 method="wB97M-V/def2-TZVPD" homo_energy_ev="-2.669 / -9.881" total_charge=0 e_above_lowest_kj_mol=274.4 spin_multiplicity=2 orbital_gap_ev="3.606 / 10.692" s2=0.751
C -0.104 1.247 0.688 -1.4178 -3.7520 1.6787
N 0.300 2.364 0.013 2.2774 3.0442 -1.0929
H 0.048 1.410 1.745 0.3546 -1.1981 0.4915
H -1.177 0.893 0.579 1.0828 1.4089 -0.1023
H -0.409 3.081 0.075 -0.5780 -0.0026 -0.4637
H 1.133 2.881 0.461 -1.4197 -1.6113 -0.7368
N 0.564 -0.157 0.159 -2.6788 2.1889 -1.6070
C -0.526 -1.059 -0.518 0.9911 -0.7784 1.1289
N 0.155 -2.318 -0.688 -0.6356 -0.8119 -3.5257
H 0.995 -0.831 0.785 0.8293 -0.0096 1.4746
H 1.179 0.127 -0.609 0.5151 -0.2018 0.0503
H -1.325 -1.246 0.232 0.0839 1.1561 -0.4954
H -0.800 -0.599 -1.509 0.0358 -0.4781 1.2532
H -0.306 -2.838 -1.493 0.9692 0.7020 1.2743
H 0.272 -2.956 0.081 -0.4094 0.3437 0.6723